No. 1
Entry from OMol25: a molecular structure, C31H39IrN6O4SSi2 at a distorted geometry (the ωB97M-V functional and the def2-TZVPD basis).

Structure (XYZ):
```
84
Properties=species:S:1:pos:R:3:forces:R:3:lowdin_spin:R:1
H -4.2184 2.1399 -1.0084 0.01 0.06 0.02 0.00
C -0.5603 -0.8876 -3.2956 0.25 0.09 -0.20 0.06
H 1.2726 -1.9832 -3.1948 0.04 -0.01 0.00 0.00
C 0.8796 2.9759 3.9843 0.05 -0.03 0.02 0.00
H 2.1748 -1.0429 -5.2980 0.03 -0.01 -0.01 0.00
C 0.4469 0.1836 -5.6904 -0.03 -0.05 0.08 0.03
C 3.2287 -1.0342 -0.5545 0.08 0.11 -0.16 0.00
H 1.3414 3.5873 4.7483 0.00 0.01 0.00 0.00
H -4.2754 -2.9554 3.5902 -0.02 -0.04 0.05 0.01
C 1.6880 2.2461 3.1222 -0.01 -0.07 -0.07 0.00
C -2.2223 -3.4620 1.0612 0.05 -0.01 -0.11 0.00
H 0.8058 0.5904 -6.6223 0.03 0.01 -0.03 0.00
C 3.4908 -2.2157 0.1759 0.10 0.00 -0.03 0.00
H -2.1832 0.2244 -3.7594 0.05 0.02 0.00 0.00
H 2.6784 -3.6771 1.5008 -0.01 -0.04 0.02 0.00
H -1.4034 -3.3037 0.3565 0.02 -0.03 -0.01 0.00
H -5.7246 1.0587 1.2618 0.00 0.04 0.03 0.00
H 2.9056 3.0238 -3.2928 0.03 0.01 -0.02 0.00
H 4.6032 1.2447 -2.7176 -0.03 -0.01 0.01 0.00
H 3.4837 0.7203 1.9847 0.02 -0.07 0.08 0.00
O 5.6673 0.5683 1.4472 0.10 0.13 0.03 0.00
H -3.9670 -2.6234 -1.1142 0.03 0.02 -0.01 0.00
C -3.9664 1.1956 -1.4931 0.18 0.04 -0.04 0.02
N 0.3503 1.2417 -1.0275 0.01 -0.01 -0.11 0.08
N -1.2429 -0.0039 -4.0666 -0.22 0.08 -0.02 0.04
H -1.2453 -2.4682 3.9267 -0.04 -0.09 0.02 0.00
C 2.4993 -2.7771 0.9325 -0.08 0.04 0.03 0.00
H -2.9031 1.2310 -1.7572 0.01 0.00 0.01 0.01
C 1.5888 0.7131 -1.1918 -0.07 -0.04 0.15 0.01
C -4.3879 -2.2087 2.8018 -0.06 -0.06 0.04 0.04
C 2.5371 1.3382 -1.9995 0.30 -0.08 0.03 0.00
C -0.4934 2.8944 3.8320 -0.07 -0.02 -0.04 0.00
C 1.2031 -0.7318 -4.9380 0.03 0.05 -0.08 0.01
O 3.6950 3.1598 3.9776 0.07 0.10 0.04 0.00
H -5.6739 -2.2055 -1.0844 -0.06 -0.03 -0.01 0.00
C 0.7172 -1.2527 -3.7647 -0.19 0.01 0.10 0.03
O 6.1987 -0.3393 -2.4687 0.15 -0.32 -0.36 0.00
H -0.9520 2.7675 -1.4450 -0.03 -0.01 -0.03 0.00
H -1.4636 1.1930 -5.7416 -0.02 0.03 -0.02 0.00
C -1.0171 2.0997 2.8238 -0.04 0.02 -0.02 0.01
H -0.5467 -1.1332 3.0152 0.07 0.02 -0.02 0.00
H -4.6489 -1.6403 -2.3965 -0.02 -0.03 -0.07 0.00
C 1.9347 -0.5029 -0.4749 -0.17 0.13 -0.04 0.01
C 2.1812 2.5256 -2.6623 -0.04 0.02 0.00 0.00
Ir -1.0545 -0.0473 0.1330 -0.41 -0.06 0.07 2.57
C 0.0369 2.3713 -1.6405 0.05 0.03 0.01 0.01
H -1.9154 -4.2397 1.7629 0.01 -0.04 0.04 0.00
H 1.6587 0.9266 1.4393 0.06 0.00 0.00 0.00
H 6.6172 0.4017 1.4511 -0.06 -0.06 -0.01 0.00
Si -2.7282 -1.9387 2.0107 -0.07 0.00 -0.03 0.08
H 4.4709 -2.6627 0.1437 0.00 0.01 -0.01 0.00
H 5.7593 1.1220 3.4533 -0.01 0.04 -0.05 0.00
O 6.0550 -1.4068 -0.6052 -0.01 -0.41 -0.19 0.00
H -1.9164 -0.8538 4.0667 0.00 0.04 0.04 0.00
C 1.2422 -2.1680 0.9790 0.09 0.00 -0.05 0.01
H -3.1074 0.4545 1.5280 0.01 -0.04 0.05 0.04
C -2.9333 -0.4114 0.8613 0.34 0.30 0.27 0.35
C -4.6798 -1.8272 -1.3237 0.02 -0.05 0.00 0.01
N -0.2490 1.4023 1.9829 0.21 0.04 0.11 0.12
N 0.9724 -1.0706 0.3000 0.04 0.00 0.05 0.11
H -4.7785 -1.2993 3.2569 -0.02 0.04 0.03 0.00
C 3.1886 2.3334 3.2520 -0.10 0.00 0.07 0.00
H -4.5281 1.1529 -2.4270 -0.13 -0.03 -0.03 0.00
C 1.0719 1.4874 2.1471 -0.02 0.04 -0.02 0.00
H -6.2827 -0.6152 1.1962 0.00 -0.03 0.04 0.00
C -5.8994 0.2104 0.5985 -0.03 0.03 0.08 0.01
C 5.3550 1.4674 2.4964 0.02 -0.08 -0.03 0.00
S -1.2757 -1.5118 -1.8732 0.05 -0.36 -0.20 0.20
H -1.1617 3.4430 4.4791 -0.01 0.01 0.02 0.00
C 4.1687 -0.3331 -1.4028 0.06 -0.39 -0.07 0.00
H -6.6889 0.4995 -0.0971 -0.05 0.01 -0.05 0.00
H -5.1250 -2.5876 2.0945 -0.03 0.00 -0.05 0.00
C 0.9260 3.0474 -2.4828 0.00 -0.09 0.08 0.00
H -3.0615 -3.8616 0.4923 -0.03 -0.03 -0.03 0.00
N 5.5874 -0.7813 -1.5304 -0.07 0.92 0.66 0.00
H 0.6213 3.9679 -2.9567 -0.02 0.04 -0.01 0.00
H 5.7148 2.4807 2.2957 -0.04 -0.05 0.05 0.00
C 3.8517 0.7699 -2.1009 -0.27 0.11 0.03 0.00
C -0.7893 0.5241 -5.2289 0.01 -0.09 0.07 0.01
Si -4.3781 -0.2558 -0.3612 -0.05 -0.07 -0.16 0.06
N 3.9089 1.4582 2.5162 0.00 0.08 -0.07 0.00
H 0.4412 -2.5836 1.5725 -0.03 -0.02 0.05 0.00
H -2.0870 2.0277 2.6764 -0.03 0.00 0.02 0.00
C -1.4847 -1.5672 3.3616 0.02 0.17 -0.01 0.01
```
Positions in Å, forces in eV/Å.

Calculated values
* 2S+1: 5
* total charge: +2
* energy relative to the best compared isomer or geometry (same formula, charge and spin): 0.375 eV
* E: -2915.110823 Ha
* highest occupied orbital energy (alpha / beta): -12.4 / -14.4 eV
* orbital gap (alpha / beta): 5.9 / 6.6 eV

***

No. 2
Entry from OMol25: a molecular structure, C31H39NORhS3Te at a distorted geometry (the ωB97M-V functional and the def2-TZVPD basis).

Structure (XYZ):
```
77
Properties=species:S:1:pos:R:3:forces:R:3:lowdin_spin:R:1
H -2.2295 -4.3569 -1.0011 0.00 0.01 0.01 0.00
H -4.2789 -1.9405 2.4344 0.01 0.00 0.01 0.00
C 0.7132 0.9883 -1.1438 0.00 -0.06 0.02 0.01
C -2.7772 -3.0459 -2.6366 -0.03 -0.06 0.12 0.05
H 1.7568 2.8340 -1.4080 -0.02 0.00 0.02 0.00
C -1.7194 1.1638 -1.0872 -0.02 -0.01 -0.06 0.01
H 0.0712 -0.4588 -5.0670 -0.02 0.00 -0.01 0.00
C -0.3541 3.1629 -1.3482 -0.04 0.01 0.00 0.01
C 3.6839 -1.6413 4.2035 -0.09 -0.05 -0.08 0.00
H 5.0251 1.3597 3.9994 0.01 0.01 0.00 0.00
H 4.2284 2.8389 4.5096 0.02 0.00 0.01 0.00
H 6.4011 0.4061 2.1253 0.00 0.00 0.00 0.00
Rh 2.2384 0.1555 1.9375 0.46 1.46 0.60 0.00
H -4.5211 -1.9415 -6.5713 0.00 0.00 0.00 0.00
H -1.8001 -1.9817 2.2158 0.00 -0.04 0.00 0.00
C -3.0999 -3.8121 -1.3768 -0.02 0.01 -0.03 0.01
C -3.0997 0.5702 -0.9572 0.03 -0.01 0.02 0.02
H 5.5093 -0.5609 3.8022 0.02 -0.01 -0.01 0.00
C 0.7817 2.3670 -1.3047 0.09 0.03 0.05 0.00
C -2.3303 -1.0468 2.3433 0.02 0.05 0.05 0.01
H -5.4343 0.2079 2.8171 0.01 0.00 0.00 0.00
H -3.3432 -0.0809 -1.7989 0.00 0.01 -0.01 0.00
H 5.8240 2.6484 1.6278 0.00 0.01 0.00 0.00
H 3.2010 -2.5669 3.8856 -0.01 0.00 0.02 0.00
C -4.0758 -2.8656 -6.1998 0.00 0.01 0.01 0.01
H 3.3945 0.8482 5.7939 -0.01 0.02 0.01 0.00
C -2.2128 -1.6855 -5.0018 0.02 -0.04 -0.01 0.00
H -0.7789 5.1712 -0.7212 0.00 0.00 0.00 0.00
C 2.0053 0.2220 -1.0744 -0.01 -0.01 -0.04 0.02
H -2.4920 3.1448 -1.2398 0.00 0.00 0.01 0.00
C -3.2662 -2.6009 -4.9677 -0.01 0.00 -0.01 0.07
H 0.5420 -0.6862 -3.3898 0.00 -0.01 -0.02 0.00
O 0.6381 1.0597 2.7844 -0.30 -0.36 -0.69 0.00
Te -0.8165 -1.6976 -0.8725 0.16 0.21 -0.11 0.57
C 5.0566 1.9314 1.3364 -0.04 -0.01 0.01 0.00
C -0.1430 0.1050 2.2437 -0.03 0.35 -0.39 0.00
C -1.7467 -2.0795 -2.6843 0.01 0.06 -0.03 0.07
C 4.9045 -1.3485 3.3633 -0.06 0.07 -0.02 0.00
H -0.6093 0.5814 -3.8190 0.01 -0.01 0.02 0.00
H -3.8488 1.3587 -0.9240 0.01 0.01 0.00 0.00
H 2.5603 0.3611 -0.1146 -0.17 0.12 -0.05 0.00
S 2.3479 -0.4224 4.0765 -0.01 -0.08 0.11 0.00
C -1.6025 0.1418 2.4250 0.06 -0.03 0.01 0.00
C -1.5922 2.5400 -1.2225 0.04 0.00 -0.01 0.00
C -0.2621 4.6510 -1.5283 0.00 -0.01 -0.01 0.00
H -1.9818 -1.1863 -5.9362 0.00 -0.01 0.00 0.00
H 3.9349 -1.7507 5.2599 0.02 0.01 0.00 0.00
C -0.5459 0.3919 -1.0690 -0.24 -0.04 0.04 0.04
C -3.7098 -1.0211 2.4796 0.01 0.00 0.02 0.00
H -3.4393 -3.2575 -6.9950 0.00 0.00 0.00 0.00
C -4.3583 0.1876 2.7027 -0.01 -0.01 0.00 0.00
C 3.0142 1.1127 4.8058 0.02 -0.08 -0.03 0.00
H 6.1021 0.2956 0.4081 0.01 0.01 0.00 0.00
H -4.1437 2.3036 2.9810 0.00 0.00 0.00 0.00
C -0.2955 -0.4402 -4.0420 -0.02 -0.04 -0.04 0.01
N 0.4996 -0.7399 1.5180 0.27 -0.98 0.87 0.01
C -2.2521 1.3495 2.6630 0.01 0.00 -0.07 0.00
H -3.4637 -3.1561 -0.5815 0.00 0.00 -0.01 0.00
C -3.5238 -3.2760 -3.7769 0.00 -0.02 -0.02 0.00
H 1.8872 -0.8516 -1.2099 0.02 -0.03 0.06 0.02
H -3.1992 -0.0090 -0.0334 0.01 0.02 -0.05 0.01
H 5.5281 -2.2362 3.2671 -0.02 -0.02 0.03 0.00
C -1.4362 -1.4125 -3.8919 -0.01 0.10 0.02 0.04
C -3.6315 1.3682 2.7987 -0.01 0.02 -0.02 0.01
C 4.0716 1.8798 4.0171 0.00 0.02 0.00 0.00
H 4.7426 2.1934 0.3252 0.01 0.03 0.00 0.00
H -4.3281 -4.0010 -3.7436 0.01 0.00 0.00 0.00
H 2.1159 1.7146 4.9461 0.00 0.01 -0.03 0.00
H 0.7721 4.9898 -1.5474 0.00 -0.01 0.00 0.00
H -4.8718 -3.5828 -6.0132 0.00 0.00 0.00 0.00
H -0.7344 4.9542 -2.4637 0.00 0.00 0.00 0.00
H 2.7213 0.5802 -1.8166 -0.05 0.01 -0.04 0.00
H -3.8781 -4.5481 -1.5667 0.01 0.00 -0.02 0.00
H -1.6751 2.2633 2.7232 0.00 0.00 0.02 0.00
C 5.6299 0.5140 1.3645 -0.02 0.01 0.05 0.00
S 4.4428 -0.8443 1.6630 -0.24 -0.39 -0.49 0.00
S 3.5568 2.2166 2.2996 0.09 -0.23 0.15 0.00
```
Positions in Å, forces in eV/Å.

Calculated values
* 2S+1: 2
* total charge: +2
* energy relative to the best compared isomer or geometry (same formula, charge and spin): 0.122 eV
* E: -2907.230284 Ha
* highest occupied orbital energy (alpha / beta): -13.3 / -13.5 eV
* orbital gap (alpha / beta): 6.9 / 5.8 eV